Record 1
79
Properties=species:S:1:pos:R:3:forces:R:3:lowdin_charge:R:1 method="wB97M-V/def2-TZVPD" homo_lumo_gap_ev=9.98 smiles="CCCCCCOC(=O)CCN.c1ccccc1.c1ccccc1.c1ccccc1.c1ccccc1" e_tot_ha=-1488.4871 lumo_energy_ev=0.67 homo_energy_ev=-9.31 relative_energy_kcal_mol=0.0 max_force_ha_per_bohr=0.0180
C -0.742 1.710 3.299 0.520 -0.166 0.074 -0.11
C 0.353 1.727 2.209 -0.019 -0.004 0.048 -0.25
C -0.119 1.226 0.822 -0.003 -0.079 -0.204 -0.21
C 0.629 -0.024 0.322 0.030 0.048 0.256 -0.20
C 2.131 0.239 0.057 -0.014 0.193 -0.069 -0.17
C 2.453 0.431 -1.426 0.225 -0.322 0.249 -0.16
O 1.480 1.274 -2.067 0.043 -0.367 -0.392 -0.04
C 1.797 2.570 -2.226 -0.684 -0.112 0.072 -0.51
O 2.714 3.088 -1.664 0.769 0.480 0.188 0.12
C 0.795 3.234 -3.137 -0.144 -0.122 0.141 -0.09
C 0.978 4.752 -3.307 -0.063 -0.022 -0.107 -0.26
N 0.634 5.283 -4.629 0.020 -0.061 0.153 -0.02
H -0.779 0.720 3.775 -0.242 0.206 -0.199 0.06
H -1.730 1.954 2.892 0.181 0.023 0.128 0.07
H -0.484 2.422 4.095 -0.206 -0.131 -0.188 0.07
H 1.190 1.098 2.550 -0.156 0.195 -0.055 0.10
H 0.763 2.742 2.120 -0.126 -0.211 -0.024 0.10
H 0.014 2.020 0.074 -0.097 -0.112 0.144 0.10
H -1.198 1.006 0.856 0.229 0.043 0.005 0.10
H 0.152 -0.402 -0.596 0.152 0.078 0.235 0.09
H 0.523 -0.813 1.084 0.022 0.145 -0.206 0.11
H 2.738 -0.591 0.443 -0.049 0.186 -0.199 0.11
H 2.468 1.148 0.581 -0.194 -0.270 -0.005 0.11
H 2.419 -0.523 -1.969 -0.135 0.232 0.127 0.13
H 3.449 0.867 -1.554 -0.185 -0.092 0.011 0.11
H -0.182 2.973 -2.701 0.100 0.117 -0.347 0.12
H 0.857 2.710 -4.102 -0.076 0.162 0.151 0.13
H 0.351 5.278 -2.574 0.296 -0.096 -0.101 0.12
H 2.023 5.006 -3.099 -0.207 -0.011 0.025 0.11
H -0.347 5.145 -4.843 0.096 -0.060 -0.003 0.06
H 1.183 4.835 -5.355 -0.098 0.035 0.067 0.06
C -1.791 0.421 -3.369 0.121 -0.038 0.042 -0.10
C -1.802 0.201 -4.739 -0.038 0.023 -0.022 -0.09
C -2.987 0.333 -5.451 -0.004 -0.005 0.019 -0.09
C -4.161 0.675 -4.792 0.013 -0.025 0.006 -0.09
C -4.151 0.884 -3.419 0.008 0.015 -0.042 -0.10
C -2.963 0.761 -2.711 -0.036 0.025 0.092 -0.11
H -0.868 0.325 -2.809 0.013 0.014 -0.035 0.09
H -0.889 -0.073 -5.251 0.001 0.006 0.000 0.10
H -2.998 0.164 -6.521 -0.003 0.002 -0.001 0.10
H -5.085 0.774 -5.347 0.001 -0.002 -0.003 0.10
H -5.068 1.138 -2.901 0.004 0.017 -0.005 0.10
H -2.950 0.919 -1.640 -0.019 0.019 0.008 0.10
C 8.178 0.501 -0.344 -0.010 -0.005 0.005 -0.10
C 7.052 1.300 -0.491 0.013 -0.012 -0.007 -0.09
C 5.901 1.018 0.233 -0.049 0.020 0.000 -0.10
C 5.878 -0.065 1.102 -0.020 0.000 -0.001 -0.10
C 7.002 -0.866 1.247 0.008 0.003 -0.014 -0.10
C 8.153 -0.582 0.524 -0.004 0.005 -0.006 -0.10
H 9.076 0.724 -0.906 -0.001 -0.004 -0.003 0.10
H 7.069 2.144 -1.169 -0.003 0.005 0.006 0.10
H 5.025 1.644 0.120 0.013 0.013 0.005 0.09
H 4.981 -0.282 1.669 0.003 0.002 0.006 0.09
H 6.982 -1.710 1.924 0.002 0.005 0.004 0.10
H 9.031 -1.205 0.638 0.000 0.001 0.001 0.10
C -1.912 -2.374 4.584 -0.029 0.015 0.001 -0.11
C -3.248 -2.093 4.330 0.012 0.019 -0.008 -0.10
C -4.201 -2.305 5.316 0.018 -0.004 0.000 -0.09
C -3.819 -2.800 6.555 0.005 0.000 0.003 -0.10
C -2.484 -3.083 6.809 -0.005 -0.002 0.006 -0.10
C -1.530 -2.869 5.824 0.005 -0.005 -0.013 -0.10
H -1.166 -2.204 3.817 -0.010 0.000 0.000 0.09
H -3.547 -1.706 3.364 0.013 -0.015 -0.038 0.10
H -5.242 -2.084 5.118 0.003 -0.001 -0.003 0.10
H -4.563 -2.964 7.325 0.000 -0.006 0.001 0.10
H -2.187 -3.470 7.775 0.001 0.003 0.002 0.10
H -0.489 -3.088 6.022 0.003 -0.001 0.003 0.10
C -2.360 -3.313 0.720 -0.011 0.003 0.003 -0.10
C -3.249 -4.374 0.815 -0.007 -0.022 0.006 -0.09
C -4.285 -4.496 -0.102 0.013 0.008 0.003 -0.10
C -4.431 -3.556 -1.114 0.009 0.004 0.043 -0.09
C -3.546 -2.490 -1.204 0.004 -0.017 -0.055 -0.08
C -2.511 -2.370 -0.288 0.024 0.038 -0.015 -0.09
H -1.546 -3.224 1.428 0.006 0.002 0.028 0.09
H -3.133 -5.108 1.602 -0.004 0.013 0.001 0.10
H -4.976 -5.326 -0.030 0.000 0.000 0.003 0.10
H -5.234 -3.654 -1.834 -0.002 0.002 0.002 0.10
H -3.651 -1.759 -1.995 -0.022 -0.008 -0.005 0.08
H -1.815 -1.542 -0.364 -0.025 -0.017 0.003 0.08


Record 2
90
Properties=species:S:1:pos:R:3:forces:R:3:lowdin_charge:R:1 method="wB97M-V/def2-TZVPD" s2=0.755 homo_lumo_gap_ev="6.57 / 7.39" multiplicity=2 e_tot_ha=-9738.5777 lumo_energy_ev="2.60 / 2.60" homo_energy_ev="-3.97 / -4.78" relative_energy_kcal_mol=9.9 max_force_ha_per_bohr=0.0101 charge=-1
Ti -0.403 1.036 1.402 -0.342 0.389 -0.045 0.84
O -0.282 2.364 -0.042 0.025 -0.150 -0.214 -0.26
C -0.946 3.471 -0.267 0.114 0.012 0.009 -0.39
C -1.205 3.859 -1.595 -0.006 -0.026 -0.055 -0.02
C -1.888 5.020 -1.882 -0.012 0.025 0.116 -0.10
C -2.330 5.860 -0.854 -0.012 0.014 -0.089 -0.12
C -2.072 5.504 0.451 0.027 -0.034 0.103 -0.06
C -1.400 4.319 0.774 -0.022 -0.005 -0.095 -0.18
C -1.100 4.027 2.159 0.078 -0.061 0.109 -0.07
N -0.666 2.889 2.548 0.105 0.051 -0.043 -0.07
N -0.215 2.804 3.859 0.036 0.056 0.197 0.09
C 0.659 1.840 3.909 -0.139 0.074 -0.443 -0.44
O 1.005 1.149 2.867 -0.023 -0.064 0.389 -0.14
C 1.290 1.499 5.206 0.051 -0.003 0.149 -0.13
C 0.985 2.207 6.367 -0.032 0.021 -0.035 -0.03
C 1.562 1.849 7.574 0.035 -0.037 0.025 -0.10
C 2.446 0.777 7.635 -0.021 0.020 -0.032 -0.11
C 2.750 0.068 6.482 0.009 0.007 0.052 -0.08
C 2.177 0.429 5.271 0.000 -0.015 -0.064 -0.02
H -0.863 3.196 -2.380 0.016 -0.005 0.011 0.09
H -2.085 5.283 -2.915 0.001 0.004 -0.009 0.09
H -2.863 6.774 -1.080 -0.002 0.001 0.000 0.09
H -2.395 6.145 1.265 -0.007 0.013 -0.010 0.10
H -1.179 4.823 2.901 -0.015 0.024 -0.030 0.13
H 0.288 3.031 6.302 0.001 0.004 0.004 0.10
H 1.320 2.401 8.474 -0.007 0.007 -0.004 0.09
H 2.893 0.495 8.581 0.002 -0.002 0.003 0.09
H 3.431 -0.773 6.524 0.002 -0.002 -0.013 0.10
H 2.396 -0.119 4.364 0.001 0.001 0.006 0.11
N -4.713 1.219 2.866 -0.021 0.010 -0.007 0.04
C -3.441 0.853 2.480 0.070 -0.061 -0.068 -0.85
S -2.929 1.300 0.885 -0.047 -0.012 0.206 0.66
N -2.757 0.163 3.340 -0.187 0.025 0.046 0.00
N -1.513 -0.204 2.866 0.187 -0.065 -0.041 -0.10
C -0.975 -1.170 3.510 -0.067 -0.086 0.084 -0.08
C 0.303 -1.786 3.202 0.084 0.002 -0.163 -0.16
C 0.822 -2.712 4.111 -0.074 0.025 0.031 -0.06
C 2.015 -3.370 3.887 0.073 -0.026 -0.026 -0.12
C 2.710 -3.113 2.704 -0.095 0.023 0.048 -0.10
C 2.215 -2.216 1.781 0.048 -0.022 0.001 -0.02
C 1.010 -1.520 1.999 -0.026 -0.020 -0.030 -0.36
O 0.577 -0.684 1.094 0.194 -0.063 -0.018 -0.28
H -5.073 2.031 2.394 -0.006 0.004 -0.002 0.06
H -4.866 1.188 3.863 0.006 0.000 -0.001 0.08
H -1.541 -1.579 4.348 0.040 -0.004 0.003 0.13
H 0.263 -2.900 5.022 0.008 -0.009 0.005 0.11
H 2.400 -4.074 4.613 -0.005 0.001 0.003 0.09
H 3.647 -3.621 2.506 0.008 -0.001 0.000 0.09
H 2.751 -2.006 0.863 -0.012 0.013 -0.006 0.11
C 2.342 1.132 -1.346 -0.016 -0.009 0.025 -0.32
As 1.296 0.693 -2.940 0.044 0.028 -0.001 1.11
C 2.675 1.260 -4.236 -0.056 0.035 0.021 -0.36
C 1.762 -1.242 -2.962 -0.088 -0.019 0.042 -0.37
C 0.627 -2.253 -3.203 -0.041 0.087 0.087 -0.70
C 1.277 -3.615 -3.482 0.032 -0.007 -0.020 -0.08
C -0.257 -2.430 -1.956 0.018 -0.007 0.009 -0.35
As -1.312 -0.941 -1.150 0.043 -0.083 -0.248 1.11
C -2.184 -2.158 0.114 -0.003 -0.030 0.047 -0.31
C -2.823 -0.858 -2.416 0.005 0.046 0.063 -0.32
C -0.240 -1.848 -4.400 0.018 0.048 0.091 -0.41
As 0.671 -1.614 -6.126 -0.096 -0.122 -0.112 1.11
C -0.941 -0.934 -7.022 0.036 0.044 -0.060 -0.35
C 0.491 -3.449 -6.825 0.013 0.028 -0.056 -0.36
H 3.379 0.820 -1.488 -0.001 0.005 0.002 0.03
H 1.917 0.601 -0.495 -0.002 -0.023 0.012 -0.01
H 2.294 2.200 -1.143 -0.015 0.004 -0.026 0.02
H 3.637 0.802 -4.001 0.016 -0.002 0.007 0.02
H 2.773 2.345 -4.183 0.012 -0.004 -0.019 0.01
H 2.382 0.979 -5.247 0.002 -0.001 0.009 -0.02
H 2.236 -1.462 -2.002 0.007 -0.027 -0.001 0.07
H 2.520 -1.369 -3.739 0.035 0.029 0.004 0.05
H 1.823 -3.963 -2.603 0.015 0.008 -0.002 0.09
H 1.986 -3.546 -4.311 -0.001 -0.032 0.006 0.06
H 0.522 -4.365 -3.733 -0.001 -0.009 0.003 0.08
H 0.382 -2.754 -1.125 -0.022 -0.020 -0.011 0.07
H -0.968 -3.241 -2.150 -0.010 0.000 0.024 0.07
H -2.639 -3.002 -0.408 0.006 0.005 -0.023 0.02
H -2.945 -1.604 0.661 0.002 -0.004 -0.007 0.00
H -1.440 -2.523 0.823 0.001 -0.008 -0.004 0.02
H -3.030 -1.823 -2.880 0.012 -0.023 0.015 0.02
H -2.630 -0.111 -3.185 -0.008 -0.014 -0.022 0.00
H -3.692 -0.539 -1.839 -0.001 0.016 -0.019 0.01
H -0.693 -0.875 -4.202 -0.049 0.011 0.031 0.02
H -1.059 -2.561 -4.544 0.028 -0.014 0.020 0.08
H -1.196 0.043 -6.615 0.008 0.006 0.005 0.01
H -1.781 -1.613 -6.870 0.004 -0.002 0.023 0.02
H -0.757 -0.827 -8.091 0.002 -0.003 0.003 0.01
H 1.314 -4.077 -6.489 0.010 -0.007 0.019 0.00
H 0.516 -3.405 -7.914 -0.001 -0.008 0.001 0.01
H -0.453 -3.895 -6.507 0.000 0.024 0.003 0.02